[1]
Entry from the Open Molecules 2025 dataset: a molecular structure, C28H28BrF4N2O2PPdSe3 (ωB97M-V with the def2-TZVPD basis set).

Summary:
Spin multiplicity: 1
Energy relative to the best compared isomer or geometry (same formula, charge and spin) in kcal/mol: 0.0
HOMO energy in eV: -6.9
E_tot in eV: -326286.4081
E_LUMO in eV: -0.1908

Atoms and positions in Å:
1 Pd -0.61 -0.30 -0.62
2 Br -2.12 -2.45 0.06
3 Se -0.74 -0.59 -3.03
4 Se 1.40 1.01 -0.79
5 Se -2.96 1.36 -0.11
6 P -0.17 -0.27 1.63
7 F -4.88 -2.79 4.37
8 F -4.29 -3.41 1.82
9 F -3.32 -1.04 5.74
10 F -1.22 0.08 4.60
11 O 3.00 -2.99 -1.97
12 O 4.57 -1.34 -3.52
13 N -2.11 2.99 -2.30
14 N -3.53 1.50 -2.92
15 C 1.83 -2.14 1.16
16 C 0.20 1.29 2.47
17 C 3.35 -0.82 -4.07
18 C -3.19 2.22 -4.04
19 C 2.44 -2.54 3.84
20 C -2.45 -1.92 1.85
21 C 2.82 -3.04 1.51
22 C -3.52 -2.53 2.46
23 C 1.04 -0.18 -3.70
24 C 1.82 2.87 3.30
25 C 1.94 -2.33 -2.66
26 C -3.05 -1.33 4.47
27 C 3.13 -3.25 2.85
28 C 1.52 1.62 2.78
29 C 1.45 -1.64 3.48
30 C -1.64 -0.99 2.52
31 C -4.41 0.34 -2.90
32 C -2.30 3.16 -3.65
33 C 0.81 3.80 3.51
34 C -1.96 -0.74 3.84
35 C 1.14 -1.43 2.14
36 C 2.24 -0.87 -3.02
37 C -0.51 3.48 3.19
38 C -3.83 -2.22 3.78
39 C -2.87 1.97 -1.85
40 C -1.26 3.81 -1.45
41 C -0.81 2.23 2.66
42 C 2.70 -0.10 -1.76
43 H 5.26 -1.29 -4.18
44 H 3.49 0.61 -2.02
45 H 1.06 -2.38 -2.02
46 H 2.68 -2.70 4.88
47 H -1.78 3.91 -4.22
48 H 3.90 -3.95 3.13
49 H -0.69 3.16 -0.78
50 H 3.05 -1.41 -4.93
51 H 3.82 -2.76 -2.42
52 H -1.30 4.20 3.34
53 H -0.58 4.35 -2.09
54 H -5.17 0.46 -2.13
55 H 2.84 3.12 3.54
56 H -3.83 -0.56 -2.67
57 H 1.04 4.78 3.92
58 H -3.58 1.98 -5.01
59 H 3.51 0.22 -4.39
60 H 1.59 -1.98 0.12
61 H 1.17 0.90 -3.60
62 H 1.69 -2.87 -3.58
63 H 2.31 0.91 2.60
64 H -4.86 0.24 -3.88
65 H -1.86 4.50 -0.86
66 H -1.83 2.00 2.41
67 H 1.02 -0.42 -4.76
68 H 3.35 -3.57 0.73
69 H 0.93 -1.09 4.26
70 H 3.13 -0.79 -1.04

And the Löwdin charges, in e, turn out to be:
1. Pd -0.07
2. Br 0.88
3. Se 0.57
4. Se 0.68
5. Se 0.65
6. P 0.90
7. F 0.14
8. F 0.09
9. F 0.14
10. F 0.10
11. O -0.07
12. O -0.06
13. N -0.12
14. N -0.14
15. C -0.09
16. C -0.39
17. C -0.21
18. C -0.06
19. C -0.08
20. C -0.56
21. C -0.06
22. C -0.26
23. C -0.58
24. C -0.07
25. C -0.24
26. C -0.13
27. C -0.07
28. C -0.11
29. C -0.09
30. C -0.27
31. C -0.04
32. C -0.04
33. C -0.08
34. C -0.21
35. C -0.35
36. C -0.56
37. C -0.07
38. C -0.13
39. C -0.76
40. C -0.04
41. C -0.12
42. C -0.49
43. H 0.10
44. H 0.06
45. H 0.06
46. H 0.10
47. H 0.12
48. H 0.10
49. H 0.03
50. H 0.13
51. H 0.07
52. H 0.11
53. H 0.09
54. H 0.08
55. H 0.10
56. H 0.06
57. H 0.10
58. H 0.12
59. H 0.13
60. H 0.06
61. H 0.04
62. H 0.13
63. H 0.10
64. H 0.09
65. H 0.09
66. H 0.05
67. H 0.06
68. H 0.10
69. H 0.11
70. H 0.05

---

[2]
Entry from the Open Molecules 2025 dataset: a molecular structure, C28H28Cl2IrN6O2S5 (ωB97M-V with the def2-TZVPD basis set).

Summary:
Spin multiplicity: 2
Energy relative to the best compared isomer or geometry (same formula, charge and spin) in kcal/mol: 116.6
Charge: +2
⟨S²⟩: 1.183
HOMO energy (alpha / beta) in eV: -12.2 / -12.2
E_tot in eV: -124572.7875
E_LUMO (alpha / beta) in eV: -7.6413 / -6.8704

Atoms and positions in Å:
1 Ir -0.50 -0.48 0.08
2 Cl -2.65 -1.21 1.69
3 Cl -2.43 -2.46 -0.88
4 S 0.07 1.41 2.00
5 S 1.71 1.01 -0.35
6 S 1.98 -2.95 -4.60
7 S 2.07 3.44 1.33
8 S -3.38 4.10 2.52
9 O 0.46 -2.42 -0.60
10 O 2.54 -2.75 -1.23
11 N 4.89 -2.83 -0.11
12 N 0.95 -1.61 1.74
13 N -0.59 -0.32 -2.29
14 N -1.93 1.34 -0.56
15 N 5.51 -1.13 -1.49
16 N 7.01 -1.92 0.09
17 C -2.95 2.75 -3.83
18 C -2.79 2.62 -2.41
19 C -4.33 5.47 2.89
20 C 0.67 -2.16 -6.68
21 C 0.00 -1.01 -4.50
22 C 3.56 -4.41 1.14
23 C 4.95 -3.79 0.97
24 C 1.33 1.99 1.00
25 C -3.42 -2.36 0.59
26 C -1.37 0.67 -2.79
27 C -4.88 6.04 1.77
28 C 5.81 -1.98 -0.49
29 C -1.50 0.85 -4.19
30 C 0.06 -1.11 -3.09
31 C -2.49 2.19 0.27
32 C 1.68 -2.51 -0.37
33 C 0.75 -1.93 -5.32
34 C 1.57 -3.13 -7.12
35 C -4.54 5.37 0.60
36 C -2.03 1.55 -1.89
37 C 2.34 -3.64 -6.11
38 C -2.34 1.90 -4.68
39 C 2.53 -3.52 1.85
40 C -3.20 3.35 -0.14
41 C -3.73 4.27 0.82
42 C 2.11 -2.24 1.10
43 C -0.81 -0.01 -5.04
44 C -3.36 3.53 -1.52
45 H 1.64 -4.13 2.02
46 H 5.66 -4.58 0.72
47 H 6.18 -0.48 -1.85
48 H -2.46 1.98 -5.75
49 H -4.41 -1.99 0.32
50 H -2.40 1.98 1.32
51 H 2.94 -1.53 1.08
52 H 3.10 -4.39 -6.18
53 H 0.66 -1.89 -2.64
54 H 3.99 -2.84 -0.65
55 H -0.89 0.13 -6.10
56 H 3.18 -4.72 0.17
57 H 1.65 -3.45 -8.14
58 H -4.88 5.69 -0.37
59 H 7.72 -1.28 -0.23
60 H -0.03 -1.66 -7.33
61 H 1.22 -1.02 2.52
62 H 7.28 -2.60 0.78
63 H -5.52 6.90 1.81
64 H -3.47 -3.34 1.07
65 H 4.61 -1.22 -1.93
66 H 2.93 -3.23 2.83
67 H 3.67 -5.32 1.74
68 H -3.93 4.36 -1.89
69 H 0.33 -2.34 2.09
70 H -3.57 3.55 -4.20
71 H -4.43 5.78 3.91
72 H 5.27 -3.32 1.90

And the Löwdin charges, in e, turn out to be:
1. Ir 0.98
2. Cl 0.57
3. Cl 0.63
4. S 0.64
5. S 0.65
6. S 1.07
7. S 0.70
8. S 1.07
9. O -0.19
10. O 0.00
11. N 0.08
12. N -0.01
13. N -0.01
14. N 0.02
15. N 0.21
16. N 0.22
17. C 0.01
18. C -0.11
19. C -0.38
20. C -0.10
21. C -0.17
22. C -0.16
23. C -0.16
24. C -1.84
25. C -0.89
26. C -0.16
27. C -0.15
28. C -0.43
29. C -0.12
30. C -0.09
31. C -0.13
32. C -0.62
33. C -0.46
34. C -0.16
35. C -0.10
36. C -0.14
37. C -0.39
38. C 0.01
39. C -0.12
40. C -0.17
41. C -0.47
42. C -0.29
43. C 0.08
44. C 0.09
45. H 0.13
46. H 0.13
47. H 0.13
48. H 0.13
49. H 0.05
50. H 0.03
51. H 0.14
52. H 0.07
53. H 0.07
54. H 0.08
55. H 0.13
56. H 0.12
57. H 0.11
58. H 0.11
59. H 0.13
60. H 0.12
61. H 0.07
62. H 0.12
63. H 0.11
64. H 0.05
65. H 0.12
66. H 0.13
67. H 0.13
68. H 0.13
69. H 0.09
70. H 0.13
71. H 0.07
72. H 0.13

---

[3]
Entry from the Open Molecules 2025 dataset: a molecular structure, C28H28ClN5O2RuS4 (ωB97M-V with the def2-TZVPD basis set).

Summary:
Spin multiplicity: 6
Energy relative to the best compared isomer or geometry (same formula, charge and spin) in kcal/mol: 0.0
Charge: +1
⟨S²⟩: 8.793
HOMO energy (alpha / beta) in eV: -9.7 / -11.2
E_tot in eV: -99475.2197
E_LUMO (alpha / beta) in eV: -3.7409 / -4.7963

Atoms and positions in Å:
1 Ru 0.08 1.32 1.88
2 Cl -2.51 2.75 -2.01
3 S 2.35 5.28 3.12
4 S 2.54 0.98 0.70
5 S 1.45 -1.21 1.89
6 S 0.41 3.55 1.53
7 O -2.29 1.67 1.19
8 O -0.67 0.84 -0.02
9 N 2.33 -0.21 -1.76
10 N 0.81 1.84 3.70
11 N 1.10 -2.43 -0.54
12 N 1.60 2.95 3.89
13 N -1.00 -0.01 3.32
14 C -3.82 -3.49 0.31
15 C -1.88 1.25 0.11
16 C 0.47 -3.58 0.09
17 C 2.70 1.39 -4.91
18 C -2.38 -1.80 4.05
19 C -1.79 -1.76 5.31
20 C -3.12 -4.66 0.58
21 C -1.04 -3.52 0.15
22 C -1.74 -2.36 -0.11
23 C 2.12 1.33 -3.65
24 C -2.77 1.22 -1.12
25 C -0.44 0.05 4.54
26 C 1.53 -1.37 0.17
27 C 1.46 3.81 2.92
28 C 2.11 -0.25 -0.44
29 C 1.00 -2.26 -1.99
30 C 2.19 -1.46 -2.50
31 C -1.74 -4.68 0.50
32 C 0.77 1.64 -3.50
33 C 0.60 2.05 -5.87
34 C 0.01 1.99 -4.61
35 C -0.81 -0.81 5.56
36 C 0.53 1.12 4.72
37 C 1.98 6.19 1.61
38 C 2.93 0.93 -2.44
39 C -3.13 -2.34 -0.04
40 C -1.95 -0.90 3.08
41 C 1.95 1.75 -6.01
42 H -4.91 -3.48 0.36
43 H -3.15 -2.52 3.81
44 H -1.21 -1.45 -0.36
45 H 2.99 1.75 -1.72
46 H 0.99 -3.24 -2.45
47 H -2.51 0.40 -1.78
48 H -3.66 -5.56 0.85
49 H 2.03 -1.22 -3.55
50 H 2.32 5.66 0.73
51 H 0.78 -4.47 -0.47
52 H -3.81 1.18 -0.82
53 H -3.68 -1.43 -0.26
54 H 3.95 0.68 -2.74
55 H 0.07 -1.75 -2.25
56 H 2.53 7.12 1.71
57 H 2.42 1.80 -6.99
58 H 0.89 -3.68 1.09
59 H -2.10 -2.45 6.08
60 H -1.20 -5.59 0.69
61 H -0.34 -0.73 6.53
62 H -1.03 2.23 -4.49
63 H -2.39 -0.89 2.09
64 H 3.76 1.15 -5.02
65 H 0.92 6.42 1.53
66 H 3.11 -2.04 -2.41
67 H 0.02 2.33 -6.73
68 H 0.96 1.36 5.69
69 H 0.31 1.60 -2.52

And the Löwdin charges, in e, turn out to be:
1. Ru 1.07
2. Cl 0.65
3. S 0.91
4. S 0.71
5. S 0.74
6. S 0.64
7. O -0.03
8. O -0.22
9. N -0.08
10. N -0.19
11. N -0.11
12. N -0.07
13. N -0.03
14. C -0.08
15. C -0.77
16. C -0.12
17. C -0.04
18. C -0.01
19. C -0.02
20. C -0.07
21. C -0.19
22. C -0.05
23. C -0.23
24. C -0.48
25. C -0.27
26. C -0.70
27. C -1.05
28. C -0.69
29. C -0.09
30. C -0.08
31. C -0.03
32. C -0.04
33. C -0.07
34. C -0.08
35. C 0.01
36. C -0.01
37. C -0.42
38. C -0.10
39. C -0.08
40. C -0.09
41. C -0.07
42. H 0.11
43. H 0.12
44. H 0.08
45. H 0.10
46. H 0.14
47. H 0.08
48. H 0.11
49. H 0.14
50. H 0.03
51. H 0.14
52. H 0.08
53. H 0.10
54. H 0.14
55. H 0.13
56. H 0.04
57. H 0.11
58. H 0.11
59. H 0.12
60. H 0.12
61. H 0.13
62. H 0.08
63. H 0.10
64. H 0.11
65. H 0.03
66. H 0.15
67. H 0.11
68. H 0.15
69. H 0.09